i:
Density functional theory data (wB97M-V/def2-TZVPD) for a 2-piece molecular cluster, C3H10NO overall.

As for the HOMO energy: -2.723 eV. Its LUMO energy is 4.4 eV. Its molecular weight is 76.12 g/mol. Its HOMO-LUMO gap is 7.13 eV. As for the total charge: -1.

Each line ends with the Mulliken charge.
Atoms and positions in Å:
O  0.27980  -0.38880  -1.51804  -0.847
N  -0.15526  0.19761  1.03906  -0.547
C  0.69541  1.31848  1.59389  -0.926
C  -1.42752  0.62615  0.41793  -0.635
C  0.61817  -1.70928  -1.43790  -0.673
H  1.55324  -2.13667  -1.99169  0.193
H  -1.38253  1.76226  0.14959  0.199
H  0.71702  -2.24256  -0.43222  0.174
H  -1.86338  0.03114  -0.53465  0.215
H  0.01958  2.07976  1.97078  0.343
H  1.42654  1.00803  2.27332  0.280
H  1.10093  1.85512  0.72455  0.312
H  -2.27114  0.53315  1.14598  0.247
H  0.24168  -0.16248  0.09143  0.488
H  -0.00993  -2.41279  -1.96972  0.177


ii:
Density functional theory data (wB97M-V/def2-TZVPD) for a 2-piece molecular cluster, C3H10NO overall.

As for the HOMO energy: -2.145 eV. Its LUMO energy is 4.5 eV. Its molecular weight is 76.12 g/mol. Its HOMO-LUMO gap is 6.62 eV. As for the total charge: -1.

Each line ends with the Mulliken charge.
Atoms and positions in Å:
O  0.97494  -0.59216  1.08371  -0.789
N  -1.15265  1.36891  -0.88832  -0.467
C  -1.68506  0.13019  -0.30076  -0.671
C  0.12621  1.13286  -1.56035  -0.746
C  1.56139  -1.74495  1.54695  -0.679
H  -0.04572  0.88384  -2.61943  0.275
H  0.57628  0.19440  -1.21183  0.230
H  2.67979  -1.71321  1.56483  0.167
H  0.80479  1.97799  -1.47314  0.286
H  -0.94660  -0.37789  0.34320  0.219
H  -0.93122  2.00043  -0.12785  0.289
H  1.37694  -2.63137  0.87958  0.180
H  -2.59836  0.39206  0.21737  0.302
H  1.15956  -1.98601  2.55430  0.159
H  -1.94157  -0.53428  -1.13714  0.246


Here are the energies relative to the best structure, in kcal/mol: i 17.3; ii 0.0.


i:
Density functional theory data (wB97M-V/def2-TZVPD) for a 2-piece molecular cluster, C3H10NO overall.

As for the HOMO energy: -2.101 eV. Its LUMO energy is 4.4 eV. Its molecular weight is 76.12 g/mol. Its HOMO-LUMO gap is 6.47 eV. As for the total charge: -1.

Each line ends with the Mulliken charge.
Atoms and positions in Å:
O  -0.65345  0.45303  -0.18216  -0.780
N  1.23864  -2.65333  -0.95081  -0.565
C  -0.97524  3.01814  1.24692  -0.896
C  0.31178  -1.74045  -0.23453  -0.245
C  0.17298  -0.34995  -0.88106  -0.626
H  -0.68593  -2.18663  -0.18246  0.243
H  -0.14579  2.45308  1.66694  0.200
H  -0.90605  4.07835  1.51000  0.286
H  -0.94336  2.86330  0.16999  0.194
H  0.76702  -3.48220  -1.28044  0.189
H  -1.90166  2.58572  1.61945  0.200
H  2.01632  -2.94338  -0.37696  0.187
H  -0.16477  -0.54428  -1.93341  0.170
H  1.22138  0.04126  -0.98927  0.192
H  0.64813  -1.59264  0.79779  0.249


ii:
Density functional theory data (wB97M-V/def2-TZVPD) for a 2-piece molecular cluster, C3H10NO overall.

As for the HOMO energy: -2.349 eV. Its LUMO energy is 4.4 eV. Its molecular weight is 76.12 g/mol. Its HOMO-LUMO gap is 6.73 eV. As for the total charge: -1.

Each line ends with the Mulliken charge.
Atoms and positions in Å:
O  0.50840  -1.46447  0.52120  -0.858
N  -1.12953  0.60166  -0.07368  -0.503
C  1.72695  -1.73256  -0.05027  -0.621
C  -0.91979  1.60044  0.96667  -0.903
C  -0.43119  0.90111  -1.28006  -0.764
H  -0.73521  0.15000  -2.02085  0.277
H  0.69991  0.82460  -1.30902  0.154
H  1.75147  -2.43334  -0.90333  0.173
H  -1.50825  1.30262  1.83110  0.293
H  -0.81195  -0.32489  0.29935  0.521
H  2.53657  -2.16146  0.66134  0.180
H  -1.23442  2.61502  0.72780  0.296
H  2.14762  -0.76045  -0.36943  0.148
H  -0.66823  1.94042  -1.59532  0.314
H  0.15198  1.64624  1.22706  0.291


Here are the energies relative to the best structure, in kcal/mol: i 0.0; ii 7.7.


i:
Density functional theory data (wB97M-V/def2-TZVPD) for a 2-piece molecular cluster, C3H10NO overall.

As for the HOMO energy: -2.578 eV. Its LUMO energy is 4.4 eV. Its molecular weight is 76.12 g/mol. Its HOMO-LUMO gap is 6.99 eV. As for the total charge: -1.

Each line ends with the Mulliken charge.
Atoms and positions in Å:
O  1.06107  1.16476  -0.54743  -0.858
N  -0.40034  -0.96842  0.22412  -0.510
C  1.37796  1.64411  -1.77420  -0.647
C  0.11320  -1.51657  1.45807  -0.907
C  -1.63927  -0.24656  0.45028  -0.878
H  -1.56358  0.53419  1.22581  0.280
H  0.95241  -2.17730  1.23547  0.288
H  0.42357  -0.76412  2.19423  0.290
H  1.80639  0.88113  -2.46804  0.189
H  2.13731  2.46029  -1.76097  0.171
H  -1.96421  0.21418  -0.47772  0.270
H  0.50690  2.07777  -2.33350  0.160
H  -2.43949  -0.93287  0.76720  0.338
H  0.27935  -0.24697  -0.14626  0.501
H  -0.65127  -2.12362  1.95293  0.315


ii:
Density functional theory data (wB97M-V/def2-TZVPD) for a 2-piece molecular cluster, C3H10NO overall.

As for the HOMO energy: -2.260 eV. Its LUMO energy is 4.5 eV. Its molecular weight is 76.12 g/mol. Its HOMO-LUMO gap is 6.73 eV. As for the total charge: -1.

Each line ends with the Mulliken charge.
Atoms and positions in Å:
O  0.28551  1.35312  -0.36325  -0.799
N  -0.28166  -1.73093  0.61716  -0.411
C  -0.19116  2.38434  -1.16410  -0.617
C  0.52837  -1.50663  -0.58300  -0.527
C  -0.38528  -0.62067  1.58801  -0.629
H  0.30724  -2.36287  -1.24387  0.272
H  0.21782  -0.52441  -1.00437  0.144
H  -1.08303  2.00881  -1.75453  0.172
H  1.63221  -1.45939  -0.38769  0.205
H  0.52037  -0.45508  2.21879  0.211
H  0.61852  2.70107  -1.84538  0.136
H  -0.02494  -2.51248  1.16627  0.191
H  -0.42126  3.24216  -0.48736  0.155
H  -1.24633  -0.84858  2.22440  0.272
H  -0.47635  0.33154  1.01892  0.226


Here are the energies relative to the best structure, in kcal/mol: i 0.0; ii 17.0.


i:
Density functional theory data (wB97M-V/def2-TZVPD) for a 2-piece molecular cluster, C2H3NO3 overall.

As for the HOMO energy (spin up / spin down): 1.828 / 1.300 eV. Its LUMO energy (spin up / spin down) is 7.4 / 7.4 eV. Its molecular weight is 89.05 g/mol. Its HOMO-LUMO gap (spin up / spin down) is 5.58 / 6.11 eV. As for the total charge: -2.

Each line ends with the Mulliken charge.
Atoms and positions in Å:
O  2.26608  -0.79317  0.64914  -0.730
O  2.22582  0.79139  -1.04743  -0.783
O  -2.82944  -0.12731  -0.67103  -0.609
N  -1.95956  -0.69689  0.15700  -0.327
C  1.70047  0.04755  -0.08818  0.597
C  0.32833  0.49600  0.28426  -0.535
H  0.08711  1.47023  -0.34618  0.178
H  -1.78771  -1.64789  -0.35813  0.056
H  -0.03111  0.46008  1.42054  0.153


ii:
Density functional theory data (wB97M-V/def2-TZVPD) for a 2-piece molecular cluster, C2H3NO3 overall.

As for the HOMO energy (spin up / spin down): 1.916 / 1.919 eV. Its LUMO energy (spin up / spin down) is 7.6 / 7.6 eV. Its molecular weight is 89.05 g/mol. Its HOMO-LUMO gap (spin up / spin down) is 5.68 / 5.67 eV. As for the total charge: -2.

Each line ends with the Mulliken charge.
Atoms and positions in Å:
O  2.25318  0.70945  -0.80354  -0.758
O  1.95574  -0.57357  1.01536  -0.772
O  -2.75346  0.25981  0.11732  -0.630
N  -1.62799  0.87288  0.33773  -0.265
C  1.51697  0.04142  -0.01977  0.529
C  0.14483  -0.33810  -0.45573  -0.806
H  -1.50387  0.65423  1.35106  0.130
H  0.00807  -1.23253  -0.05412  0.287
H  0.00653  -0.39359  -1.48831  0.283


Here are the energies relative to the best structure, in kcal/mol: i 3.9; ii 0.0.


i:
Density functional theory data (wB97M-V/def2-TZVPD) for one molecule with the formula C8H13NO.

As for the HOMO energy (spin up / spin down): -6.858 / -6.855 eV. Its LUMO energy (spin up / spin down) is 0.7 / 0.7 eV. Its molecular weight is 139.20 g/mol. Its HOMO-LUMO gap (spin up / spin down) is 7.59 / 7.59 eV. As for the total charge: 0.

Each line ends with the Mulliken charge.
Atoms and positions in Å:
O  -2.02494  0.19997  -1.36363  -0.354
N  1.34116  -0.19574  1.01434  0.126
C  1.70183  -2.13279  -0.41364  -0.766
C  -2.14457  -0.45045  -2.60301  -0.724
C  -1.57422  2.04735  0.68999  -1.325
C  2.22774  -0.42153  2.15032  -0.979
C  1.00708  -1.25693  0.27256  -0.144
C  -0.50848  1.09919  0.20828  1.005
C  0.63840  0.94531  1.00744  -0.595
C  -0.75787  0.27306  -0.84633  -0.559
H  2.75353  -2.00281  -0.68469  0.285
H  -1.68204  -1.44238  -2.58159  0.317
H  -2.07618  2.52636  -0.14433  0.312
H  2.79451  0.48535  2.35528  0.344
H  -1.14218  2.79896  1.34496  0.432
H  1.64912  -0.68666  3.03741  0.311
H  -1.69135  0.13774  -3.41137  0.317
H  2.91204  -1.23519  1.91601  0.361
H  -2.32744  1.48917  1.24672  0.265
H  0.87115  1.67098  1.77064  0.309
H  0.00655  -0.27001  -1.37307  0.549
H  -3.21338  -0.55173  -2.79192  0.248
H  1.23953  -3.02723  -0.80038  0.265


ii:
Density functional theory data (wB97M-V/def2-TZVPD) for a 2-piece molecular cluster, C8H13NO overall.

As for the HOMO energy: -10.349 eV. Its LUMO energy is 0.7 eV. Its molecular weight is 139.20 g/mol. Its HOMO-LUMO gap is 11.09 eV. As for the total charge: 0.

Each line ends with the Mulliken charge.
Atoms and positions in Å:
O  -1.95118  -1.29146  3.70178  -0.669
N  -1.26577  -2.09942  0.93486  -0.645
C  1.30488  0.27365  0.69409  -0.841
C  -1.92657  0.63854  -1.58764  -1.174
C  -0.89387  1.04141  -0.54286  -0.453
C  -0.69721  -1.16451  0.53437  -0.256
C  1.01823  -0.67232  -1.23952  -0.955
C  2.22075  -0.32119  -0.36457  -0.070
C  2.24051  1.14777  -0.08783  -0.814
C  0.05500  -0.09410  -0.13818  1.675
H  3.09492  1.50407  0.48936  0.306
H  -1.38597  1.42897  0.36137  0.380
H  0.88607  -1.74666  -1.40473  0.331
H  -2.54325  1.50290  -1.86751  0.382
H  0.96042  -0.14897  -2.20517  0.319
H  -0.27400  1.85750  -0.93785  0.266
H  -2.10219  -2.05161  3.07298  0.364
H  -1.03675  -1.01716  3.57428  0.290
H  1.36539  0.19374  1.77933  0.414
H  -2.59836  -0.14750  -1.21330  0.324
H  3.09456  -0.95596  -0.22006  0.365
H  1.87412  1.85835  -0.83348  0.151
H  -1.43972  0.26396  -2.49971  0.310


Here are the energies relative to the best structure, in kcal/mol: i 58.3; ii 0.0.


i:
Density functional theory data (wB97M-V/def2-TZVPD) for one molecule with the formula C3H6BrNO2.

As for the HOMO energy (spin up / spin down): -7.960 / -7.961 eV. Its LUMO energy (spin up / spin down) is 0.6 / 0.6 eV. Its molecular weight is 167.99 g/mol. Its HOMO-LUMO gap (spin up / spin down) is 8.54 / 8.54 eV. As for the total charge: 0.

Each line ends with the Mulliken charge.
Atoms and positions in Å:
Br  -2.66186  -0.23745  1.55188  -0.112
O  -0.16735  0.87660  0.70304  -0.311
O  2.17581  1.79229  0.26197  -0.620
N  1.89183  0.58285  0.00697  0.157
C  0.26856  -1.23497  -0.55593  -0.955
C  0.65074  0.07055  0.04695  0.577
C  -1.52817  0.82954  0.41893  -0.520
H  0.70239  -2.14897  -0.00643  0.294
H  -0.84048  -1.34279  -0.39934  0.285
H  -1.94208  1.80627  0.70720  0.282
H  -1.69479  0.40322  -0.62459  0.429
H  2.60548  -0.02905  -0.47806  0.224
H  0.53992  -1.36808  -1.63257  0.269


ii:
Density functional theory data (wB97M-V/def2-TZVPD) for a 2-piece molecular cluster, C3H6BrNO2 overall.

As for the HOMO energy (spin up / spin down): -10.001 / -9.965 eV. Its LUMO energy (spin up / spin down) is -2.9 / -3.0 eV. Its molecular weight is 167.99 g/mol. Its HOMO-LUMO gap (spin up / spin down) is 7.10 / 6.98 eV. As for the total charge: 0.

Each line ends with the Mulliken charge.
Atoms and positions in Å:
Br  2.92640  -0.86516  0.17312  -0.222
O  2.08361  1.95252  -0.82806  -0.478
O  0.61833  2.10330  0.70898  -0.545
N  1.15021  1.49957  -0.20764  0.921
C  -1.64977  -0.65518  -0.03487  -1.178
C  -0.20849  -0.52916  0.51929  0.006
C  0.57287  0.21197  -0.49729  -0.721
H  -2.23848  -1.13724  0.68191  0.385
H  0.70801  -0.32299  -1.47239  0.530
H  0.04121  -1.63334  0.46034  0.284
H  -0.22853  -0.18362  1.56774  0.378
H  -2.04004  0.43049  0.06110  0.293
H  -1.73533  -0.87117  -1.13224  0.346


Here are the energies relative to the best structure, in kcal/mol: i 0.0; ii 53.0.